Density functional theory data (ωB97M-V/def2-TZVPD) for C34H41CrN2OPS2 as an isolated structure at a distorted geometry.

Values from the calculation:
<S²> = 6.019
HOMO-LUMO gap (spin up / spin down) = 0.2468 / 0.2502 Ha
Spin multiplicity = 5

Geometry (Å):
Cr: 1.08562 1.12355 1.69098
C: 3.23501 2.12079 3.52023
N: 2.80636 0.79335 3.00995
C: 2.29758 -0.03564 4.13053
C: 1.63319 -1.27453 3.57207
N: 0.37917 -0.92603 2.88579
C: 0.02919 -1.95004 1.89653
C: -0.68669 -0.65399 3.83484
C: -1.30523 -1.72362 4.47812
C: -2.31940 -1.52375 5.39702
C: -2.71588 -0.22287 5.68294
C: -2.09951 0.84289 5.05745
C: -1.06955 0.66449 4.12145
S: -0.34302 2.09806 3.40177
C: 3.94793 0.16020 2.33806
C: 5.01957 -0.31480 3.08636
C: 6.12746 -0.86896 2.46896
C: 6.16904 -0.93080 1.08201
C: 5.11190 -0.44419 0.33725
C: 3.97495 0.10439 0.94410
S: 2.66884 0.71121 -0.07127
H: 4.04267 2.00567 4.24893
H: 2.37996 2.60900 3.98465
H: 3.59491 2.71535 2.68184
H: 1.57454 0.57158 4.67743
H: 3.10133 -0.30580 4.81896
H: 1.45517 -2.00193 4.37423
H: 2.29673 -1.74053 2.83893
H: -0.10667 -2.94648 2.33229
H: 0.82508 -1.99961 1.15136
H: -0.89359 -1.66383 1.39157
H: -0.98588 -2.73446 4.25605
H: -2.78933 -2.36775 5.88384
H: -3.50869 -0.03953 6.39681
H: -2.40763 1.85618 5.28077
H: 5.00267 -0.24903 4.16632
H: 6.94940 -1.24216 3.06483
H: 7.03088 -1.35231 0.58074
H: 5.14485 -0.48051 -0.74428
C: -3.42491 3.36471 -5.11019
C: -2.85761 2.74681 -3.86294
C: -3.55079 1.75628 -3.17824
C: -3.04149 1.18526 -2.02207
C: -3.86252 0.12871 -1.32110
C: -1.79257 1.62895 -1.54251
C: -1.28946 0.98566 -0.33024
O: -0.37231 1.39444 0.37629
C: -1.06442 2.62050 -2.22688
C: 0.29482 3.10844 -1.80382
C: -1.62391 3.16066 -3.37557
H: -4.36800 2.89965 -5.39177
H: -2.72920 3.26267 -5.94423
H: -3.60183 4.43158 -4.96455
H: -4.51354 1.42585 -3.55029
H: -4.84367 0.05993 -1.78762
H: -4.01454 0.35648 -0.26602
H: -3.39591 -0.85659 -1.38777
H: -1.80102 0.06542 -0.02594
H: 0.90177 2.34303 -1.33015
H: 0.19727 3.92804 -1.08846
H: 0.83059 3.48440 -2.67530
H: -1.06824 3.91962 -3.91568
C: 1.45286 -2.39554 -2.20644
P: 0.27512 -0.98712 -2.16995
C: 1.05597 0.09021 -3.43374
C: -1.13148 -1.69765 -3.11764
C: -1.59664 -1.18882 -4.32813
C: -2.73379 -1.71227 -4.93388
C: -3.42387 -2.75746 -4.34101
C: -2.97701 -3.27215 -3.12932
C: -1.85122 -2.73899 -2.52385
H: 1.02926 -3.25307 -1.68350
H: 2.36366 -2.09130 -1.68927
H: 1.68796 -2.68774 -3.23122
H: 1.17465 -0.41963 -4.39158
H: 2.03813 0.37269 -3.05151
H: 0.48065 1.00450 -3.58174
H: -1.08169 -0.36575 -4.80571
H: -3.07694 -1.29969 -5.87397
H: -4.30572 -3.16794 -4.81497
H: -3.51311 -4.08236 -2.65216
H: -1.52826 -3.13399 -1.56578

Here are the Löwdin charges for atoms 1 to 5, given in e:
1. Cr 0.3403
2. C -0.0583
3. N -0.2552
4. C -0.1672
5. C -0.1496